[1]
33
Properties=species:S:1:pos:R:3:lowdin_charge:R:1 method="wB97M-V/def2-TZVPD" lumo_energy_ev=1.31 total_charge=-1 largest_force_ev_per_a=3.849 mol_weight_g_mol=441.2 energy_ha=-2208.44421 homo_ev=-5.690
O -0.7887 -2.7284 -1.1278 0.2104
C 0.1990 -2.2044 -1.4429 -0.4288
O 1.2810 -2.7239 -2.0754 0.1559
C 2.3617 -1.9535 -1.5794 -0.3723
O 3.4263 -2.3656 -1.5231 0.2512
C 1.7781 -0.6114 -1.2184 0.0577
C 2.6193 0.6086 -1.0147 -0.6441
F 3.5584 0.2986 -0.1310 0.1767
F 3.2657 0.9526 -2.1133 0.1803
F 1.9739 1.6214 -0.5289 0.2125
C 0.4615 -0.7242 -1.1576 -0.0208
C -0.5963 0.2881 -0.8831 -0.0471
C -1.6396 0.1922 -2.0367 -0.1781
O -2.8532 0.8575 -1.7175 -0.0920
C -3.9955 0.0442 -1.8035 -0.0955
C -4.4162 -0.4565 -0.4178 -0.6682
F -5.2626 -1.4677 -0.5223 0.1560
F -5.0073 0.5382 0.2266 0.1584
F -3.4102 -0.8473 0.3231 0.1864
H -1.0788 0.0988 0.0804 0.1435
H -0.2376 1.3145 -0.8857 0.1240
H -1.1895 0.7465 -2.8759 0.1331
H -1.7636 -0.8369 -2.3847 0.1136
H -4.8026 0.6783 -2.1851 0.1412
H -3.8994 -0.8044 -2.4908 0.1386
C 3.1963 0.7478 3.6916 -0.6533
F 4.0648 0.5410 4.7037 0.0953
F 3.8801 1.3853 2.7197 0.0910
F 2.8813 -0.4735 3.2039 0.0877
S 1.7001 1.6942 4.2223 0.4222
O 2.2491 2.9456 4.6988 -0.3401
O 1.1192 0.8520 5.2460 -0.3413
O 0.9252 1.7925 2.9997 -0.3541

***

[2]
23
Properties=species:S:1:pos:R:3:mulliken_spin:R:1 method="wB97M-V/def2-TZVPD" lumo_energy_ev="-8.96 / -9.49" total_charge=+2 largest_force_ev_per_a=7.678 mol_weight_g_mol=276.9 energy_ha=-2302.67865 homo_ev="-17.687 / -17.653" multiplicity=3
Ni -0.4330 1.7482 -0.1470 1.4626
C -2.2056 1.3301 -0.5737 0.1058
O -3.2992 1.0722 -0.8367 -0.0218
C -0.8143 3.5809 -0.5096 0.0724
O -1.0751 4.6794 -0.7359 -0.0196
C 0.0707 1.4923 -1.9703 0.1129
O 0.3396 1.3296 -3.0780 -0.0197
C -0.9296 2.0058 1.6778 0.0896
O -1.2640 2.1528 2.7698 -0.0199
H 1.2905 1.7481 0.3254 0.0588
H 1.1429 2.5267 0.1754 0.0439
N 1.4493 -5.2639 0.6697 -0.0043
C 1.1595 -4.1537 0.5205 0.0004
C 0.8002 -2.7717 0.3371 -0.0119
C 1.6607 -1.9040 -0.3305 0.0175
C 1.3000 -0.5641 -0.4911 -0.0141
N 0.1017 -0.0817 -0.0077 0.1475
C -0.7350 -0.9407 0.6573 -0.0172
C -0.4065 -2.2865 0.8363 0.0156
H 2.6084 -2.2561 -0.7205 0.0021
H 1.9970 0.0859 -1.0027 -0.0030
H -1.6702 -0.5889 1.0674 0.0001
H -1.0881 -2.9407 1.3671 0.0023

***

[3]
24
Properties=species:S:1:pos:R:3:mulliken_spin:R:1 method="wB97M-V/def2-TZVPD" lumo_energy_ev="-14.23 / -15.35" total_charge=+3 de_lowest_kcal_mol=42.27 largest_force_ev_per_a=7.784 mol_weight_g_mol=438.4 energy_ha=-1290.77449 homo_ev="-18.174 / -20.570" multiplicity=4
O -2.1207 -2.4065 -2.3146 0.0016
C -2.1562 -2.3476 -1.1392 0.0046
Re 0.7605 0.6688 -0.1586 1.3208
O -0.7568 -0.9462 2.1204 0.0155
C -0.1658 -0.3524 1.2735 0.0363
C 2.0308 1.7747 -1.3990 0.0138
O 2.7481 2.3076 -2.1332 0.0548
C -0.9929 1.0294 -0.9132 0.1118
O -2.0587 1.3345 -1.3054 0.1403
C 1.2985 -0.9765 -1.0531 0.1039
O 1.7376 -1.9602 -1.5380 0.1546
H -1.4934 -1.6182 -0.3130 0.0089
S 1.8161 2.1485 1.3663 0.4817
C 1.2769 1.5611 2.8719 0.0691
N 1.7781 0.3454 3.3613 0.0306
C 1.6945 0.0385 4.6670 0.1600
C 1.0514 0.9194 5.5297 0.1914
C 0.2958 1.9472 5.0074 -0.0627
C 0.4080 2.2809 3.6765 0.1614
H 2.2896 -0.2743 2.7333 -0.0029
H 2.1915 -0.8776 4.9897 0.0022
H 1.1258 0.7947 6.6064 0.0026
H -0.3083 2.6028 5.6346 0.0032
H -0.1456 3.0693 3.1453 -0.0035

***

[4]
29
Properties=species:S:1:pos:R:3:lowdin_charge:R:1 method="wB97M-V/def2-TZVPD" lumo_energy_ev="2.28 / 2.29" total_charge=-1 de_lowest_kcal_mol=30.81 largest_force_ev_per_a=2.360 mol_weight_g_mol=460.6 energy_ha=-2392.70338 homo_ev="-5.057 / -5.053"
Pd -1.5740 -0.2689 0.1189 1.0112
Cl -1.3367 4.7555 0.2870 0.6740
C -0.0114 3.6357 0.1829 -0.5847
C 1.2935 4.1356 0.0832 -0.1390
C 2.3637 3.2902 0.0155 -0.6166
Cl 3.9822 3.9485 -0.0798 0.6419
C 2.1665 1.8900 0.0234 -0.1771
C 3.1890 0.9178 -0.0413 -0.0248
C 2.8627 -0.4055 -0.0457 -0.0284
C 1.5078 -0.7927 -0.0046 -0.0778
N 0.5445 0.0927 0.0624 0.0472
C 0.8449 1.4190 0.0977 -0.1355
C -0.2814 2.2703 0.2187 -0.4054
O -1.4476 1.7618 0.3561 -0.1492
H 1.4450 5.2061 0.0647 0.1007
H 4.2211 1.2389 -0.0870 0.0888
H 3.6257 -1.1698 -0.0877 0.1071
H 1.2206 -1.8340 -0.0464 0.0764
O -3.6789 -0.7011 1.0814 -0.1949
N -4.3856 -0.4403 0.0936 -0.2740
O -3.7535 -0.0259 -0.8703 -0.1662
C -2.2283 -4.2689 -0.0759 -0.1494
S -0.9908 -3.0237 -0.2826 0.3705
O 0.2297 -3.6966 -0.6909 -0.3572
O -0.8859 -2.3467 1.0196 -0.4128
O -1.5317 -2.0768 -1.2836 -0.4066
H -1.7613 -5.1341 0.3887 0.0586
H -2.6211 -4.5198 -1.0586 0.0615
H -3.0084 -3.8572 0.5607 0.0617

***

[5]
22
Properties=species:S:1:pos:R:3:mulliken_spin:R:1 method="wB97M-V/def2-TZVPD" lumo_energy_ev="0.56 / -1.35" total_charge=0 largest_force_ev_per_a=4.130 mol_weight_g_mol=244.1 energy_ha=-1510.66098 homo_ev="-8.300 / -9.411" multiplicity=3
C -3.2799 -0.8779 -0.3667 0.0015
C -2.5736 -0.7282 0.8119 0.0001
C -2.5770 -1.0688 -1.5456 0.0010
C -1.2048 -0.7804 0.9289 0.0099
C -1.1731 -1.0058 -1.4820 0.0018
C -0.5310 -0.8761 -0.2461 0.0047
C 3.1779 1.9617 0.6632 -0.0322
C 2.6835 3.1337 0.8125 0.7779
C 2.2841 1.0640 -0.2096 0.0212
C 0.9658 -0.9233 -0.0920 -0.0069
N 1.3761 0.3246 0.5416 0.3096
O 2.3838 0.9336 -1.3801 0.1665
O 1.1924 0.4052 1.7617 0.5603
Cl 4.7356 1.3787 1.1377 0.0758
Cl 1.8295 4.5045 0.6580 0.1139
H -4.3508 -0.7700 -0.4970 -0.0001
H -3.1674 -0.6083 1.8128 -0.0002
H -3.0131 -1.0771 -2.4769 -0.0002
H -0.7833 -0.9116 1.9747 0.0068
H -0.6309 -1.1555 -2.3593 -0.0003
H 1.2424 -1.7416 0.5591 -0.0093
H 1.4139 -1.1814 -1.0068 -0.0018

***

[6]
19
Properties=species:S:1:pos:R:3:lowdin_charge:R:1 method="wB97M-V/def2-TZVPD" lumo_energy_ev="-0.76 / -0.76" total_charge=0 de_lowest_kcal_mol=98.93 largest_force_ev_per_a=5.479 mol_weight_g_mol=190.7 energy_ha=-1134.68405 homo_ev="-7.767 / -7.764"
C 0.8326 -2.4071 2.3523 0.0758
C 1.0049 -1.3046 1.9034 -0.0586
C 0.6185 0.1263 1.4464 -0.3826
C -0.8918 0.2671 1.4085 -0.0478
C -1.5518 -0.1666 0.3504 -0.1250
C -0.9494 -0.9889 -0.6557 -0.0422
C 0.3249 -0.5624 -0.7442 -0.1425
C 1.0381 0.3893 0.1506 -0.3639
Si 1.9205 1.6973 -0.7316 0.3408
Cl 2.8440 3.2857 0.0530 0.3631
C 1.5326 2.2643 -2.3796 -0.2640
C 1.0236 2.8594 -3.3180 0.0819
H 1.0195 -3.1069 3.2365 0.0652
H 0.9138 0.8194 2.1265 0.0994
H -1.4010 1.0136 2.0795 0.1299
H -2.4669 0.2381 0.1576 0.0798
H -1.3941 -1.6541 -1.3138 0.0860
H 1.0553 -0.6659 -1.5465 0.0879
H 0.7018 3.3775 -4.1582 0.0166

***

[7]
26
Properties=species:S:1:pos:R:3:mulliken_spin:R:1 method="wB97M-V/def2-TZVPD" lumo_energy_ev="-10.18 / -9.72" total_charge=+2 largest_force_ev_per_a=4.302 mol_weight_g_mol=430.7 energy_ha=-1974.16392 homo_ev="-16.131 / -16.122" multiplicity=6
N 1.5927 1.5590 1.2183 0.0089
C 2.2223 0.6951 0.2512 -0.0159
C 2.4449 1.3259 -1.1506 -0.0210
O 3.4894 1.0644 -1.7389 0.1047
O 1.5453 2.0582 -1.7284 0.8996
C 1.5445 -0.6636 0.0766 0.2854
F 2.0816 -1.2505 -1.2072 -0.6174
F 2.0234 -1.4726 1.0516 0.0056
C 0.0673 -0.7221 0.1111 -0.0134
C -0.5122 -1.9784 0.3216 0.0131
C -1.8584 -2.1661 0.3535 -0.0085
C -2.6960 -1.0637 0.1972 0.0002
C -2.1367 0.1663 -0.0210 0.0147
C -3.0170 1.4114 -0.1997 -0.0007
F -2.9272 1.8583 -1.4514 0.0000
F -2.6185 2.3662 0.6449 0.0000
F -4.2803 1.0987 0.0861 0.0000
C -0.7772 0.3546 -0.0835 -0.0069
H 1.1730 1.0602 1.9927 0.0000
H 2.2184 2.2878 1.5361 0.0003
H 3.2440 0.4792 0.6151 0.0008
H 0.1366 -2.8427 0.4660 -0.0063
H -2.2653 -3.1590 0.5077 -0.0003
H -3.7719 -1.1890 0.2486 0.0004
H -0.3605 1.3435 -0.2512 -0.0213
Dy 3.4378 -2.6212 -1.8464 4.3778

***

[8]
27
Properties=species:S:1:pos:R:3:mulliken_spin:R:1 method="wB97M-V/def2-TZVPD" lumo_energy_ev="-11.52 / -10.24" total_charge=+2 de_lowest_kcal_mol=8.35 largest_force_ev_per_a=5.732 mol_weight_g_mol=352.3 energy_ha=-2797.21008 homo_ev="-15.785 / -15.871" multiplicity=4
Mn -1.9977 0.1120 -0.1583 3.3687
N 1.7955 -0.3525 1.0929 0.0073
C 2.1695 -0.3104 -0.2517 0.0114
C 3.4047 -0.3553 -0.8752 -0.0060
C 3.4016 -0.3117 -2.2605 -0.0076
C 2.2132 -0.2301 -2.9949 0.0019
C 0.9801 -0.1835 -2.3711 -0.0197
C 0.9741 -0.2206 -0.9800 0.0137
N -0.0713 -0.2145 -0.0627 -0.0495
C 0.4788 -0.2846 1.1746 0.0365
C -0.4644 -0.2872 2.2745 -0.0007
C -0.3929 -0.3619 3.6267 -0.0037
S -1.9606 -0.3088 4.3122 0.0073
C -2.6492 -0.1709 2.7772 0.0095
N -1.7640 -0.1831 1.8027 -0.0509
H 2.4380 -0.3975 1.8722 -0.0011
H 4.3321 -0.4176 -0.3219 -0.0005
H 4.3453 -0.3453 -2.7866 0.0000
H 2.2585 -0.2082 -4.0747 0.0000
H 0.0563 -0.1236 -2.9307 0.0000
H 0.4811 -0.4544 4.2537 0.0001
H -3.7140 -0.0891 2.6037 -0.0040
O -4.3174 2.0078 -1.9930 0.0121
S -3.4257 1.2329 -1.2673 0.0106
O -3.8471 0.2955 -0.1520 -0.0687
O -2.4390 0.2591 -1.9144 -0.0565
O -2.2853 1.9034 -0.3954 -0.2103